(1)
The molecule C5H11N3O. Source: the OMol25 dataset; level of theory: ωB97M-V with the def2-TZVPD basis set.

Geometry as XYZ:
```
20
C5H11N3O, DFT ωB97M-V with the def2-TZVPD basis set
O -0.1713 1.6004 0.4970
N 1.5663 -1.6506 0.2511
N -0.3785 -2.2796 -0.9243
N 0.0145 -0.3873 2.2499
C -1.5758 0.3452 -1.0821
C 0.4298 2.3941 -0.5162
C 0.2259 -1.5580 -0.0758
C -0.5966 -0.6396 1.0497
C -0.6540 0.3590 0.1023
H -0.3001 2.7399 -1.2432
H -2.0179 -0.6358 -1.1897
H 1.2449 1.8535 -1.0104
H 1.9305 -1.0177 0.9640
H 0.3402 -1.1548 2.8119
H -1.0522 0.5952 -2.0071
H 0.8301 3.2701 -0.0084
H 0.2703 0.5676 2.4689
H 2.0624 -2.4582 -0.0899
H 0.2068 -3.0120 -1.3331
H -2.3753 1.0686 -0.9146
```

structure (SMILES)	[H]/N=C(N)/C(N)=C(\C)OC
orbital gap	0.30047	hartree
energy above the lowest of the compared OMol25 structures with the same formula, charge and spin	3.521	eV


(2)
The molecule C5H11N3O2. Source: the OMol25 dataset; level of theory: ωB97M-V with the def2-TZVPD basis set.

Geometry as XYZ:
```
21
C5H11N3O2, DFT ωB97M-V with the def2-TZVPD basis set
O -0.4904 -1.2886 1.2662
O 1.0183 -1.9952 -0.3424
N -1.8948 -0.9075 -1.0300
N -0.2712 1.1958 1.9969
N 2.2877 0.5842 -0.4684
C -0.6338 1.2771 -0.4493
C 0.2194 1.2218 0.7875
C 1.3319 0.2955 0.5589
C 0.2465 -0.9573 0.1793
C -0.6249 -0.2476 -0.9112
H 1.8575 0.9448 -1.3109
H -0.2193 1.9216 -1.2254
H -0.1104 -0.3304 -1.8723
H 1.8487 0.0067 1.4737
H -1.1544 1.6984 2.0639
H 0.6045 -2.8234 -0.0720
H -0.3040 -0.4669 2.0669
H -2.5292 -0.4239 -1.6519
H -2.3177 -1.0488 -0.1198
H 2.7853 -0.2681 -0.7044
H -1.6497 1.6117 -0.2352
```

structure (SMILES)	[H]/N=C1\C[C@H](N)C(O)(O)[C@H]1N
orbital gap	0.34435	hartree
energy above the lowest of the compared OMol25 structures with the same formula, charge and spin	2.391	eV


(3)
The ion C5H11N3O2 with charge +2. Source: the OMol25 dataset; level of theory: ωB97M-V with the def2-TZVPD basis set.

Geometry as XYZ:
```
21
C5H11N3O2, DFT ωB97M-V with the def2-TZVPD basis set
O 0.4805 0.2732 1.1370
O 1.6455 -0.7531 -0.3916
N -0.0276 0.6234 -1.0994
N -2.0208 -0.7890 0.7469
N -2.1032 1.2877 -0.2925
C 1.2663 -0.2668 2.2105
C 2.0747 -1.1291 -1.6920
C -1.1732 1.2789 -1.1832
C -2.5427 0.3592 0.8004
C 0.6315 0.0083 -0.1572
H 0.7914 -0.2293 3.2459
H -2.7778 2.0578 -0.3715
H 1.6677 -1.2975 1.9613
H 2.2989 -0.2545 -2.2954
H 3.0375 -1.6671 -1.4454
H 2.1300 0.4440 2.0975
H -1.3511 1.8213 -2.0647
H 0.4513 0.6596 -2.0414
H 1.3505 -1.9658 -1.9340
H -2.4761 -1.2767 1.5528
H -3.3532 0.8154 1.2160
```

total charge	+2
structure (SMILES)	[H]/N=C/[NH+]=C\[NH+]=C(OC)OC
orbital gap	0.36374	hartree
energy above the lowest of the compared OMol25 structures with the same formula, charge and spin	0.148	eV


(4)
The molecule C5H11N3O2S. Source: the OMol25 dataset; level of theory: ωB97M-V with the def2-TZVPD basis set.

Geometry as XYZ:
```
22
C5H11N3O2S, DFT ωB97M-V with the def2-TZVPD basis set
S -2.9984 -0.6373 -0.1646
O -3.0626 0.4025 -1.2080
O 0.7923 -0.5714 1.1068
N -1.3399 -1.2384 -0.3230
N -0.2125 0.8636 -0.5571
N -2.6110 0.2258 1.3654
C -1.3390 0.2884 1.5716
C -0.3799 -0.0648 0.5281
C -0.0009 2.2671 -0.2197
C 1.8501 -1.6823 -0.8197
C 1.9416 -0.5299 0.1888
H 0.9759 -1.4465 -1.4129
H -1.2146 -2.1532 0.0397
H 0.4971 2.7606 -1.0113
H -1.0920 0.6512 2.5745
H -0.9537 0.6484 -1.2910
H 2.7333 -0.6926 0.9161
H 1.7009 -2.7083 -0.3189
H 2.1299 0.4098 -0.2997
H -0.8323 2.7594 0.1736
H 0.7316 2.2027 0.6916
H 2.6842 -1.7549 -1.5303
```

orbital gap	0.34778	hartree
energy above the lowest of the compared OMol25 structures with the same formula, charge and spin	1.966	eV


(5)
A structure of composition C5H11N4S. Source: the OMol25 dataset; level of theory: ωB97M-V with the def2-TZVPD basis set.

Geometry as XYZ:
```
21
C5H11N4S, DFT ωB97M-V with the def2-TZVPD basis set
S -3.3474 -1.1192 -0.1429
N 1.8676 -0.9128 0.5198
N -1.7205 0.8362 0.2790
N 4.5114 -0.8660 -0.4895
N 1.1183 1.2401 0.0500
C 1.0037 -0.0182 0.2909
C -4.0836 1.5453 0.2586
C -2.9803 0.5605 0.1775
C -1.6669 -1.5627 -0.2290
C -1.0630 -0.4259 0.1265
H 5.0529 -0.0503 -0.8034
H 1.3950 -1.7506 0.6873
H 2.8298 -0.8477 0.2658
H -3.7859 2.5606 0.5730
H 5.0989 -1.4857 0.1124
H -4.2907 1.9291 -0.8463
H 0.2507 1.8253 0.0321
H 2.0560 1.7644 -0.0801
H -1.3300 -2.5949 -0.2219
H -4.9946 0.9781 0.5744
H 4.0787 -1.6057 -1.1340
```

total charge	+1
orbital gap	0.36225	hartree
energy above the lowest of the compared OMol25 structures with the same formula, charge and spin	2.725	eV


(6)
The ion C5H11NO with charge -1. Source: the OMol25 dataset; level of theory: ωB97M-V with the def2-TZVPD basis set.

Geometry as XYZ:
```
18
C5H11NO, DFT ωB97M-V with the def2-TZVPD basis set
O 1.5794 2.6307 0.0117
N -1.0856 -1.5933 -0.5802
C 0.9562 0.1755 -0.2897
C -0.6852 -1.3770 0.8812
C 0.0714 -0.0611 0.9821
C -2.1820 -0.7309 -0.9437
C 1.9164 1.4493 -0.0461
H -3.2042 -1.1511 -0.5198
H 0.7669 0.1596 1.8456
H -0.5529 0.8703 0.8532
H -0.0571 -2.2467 1.1408
H -2.2248 0.1588 -0.3774
H -2.0401 -0.6614 -2.0869
H 1.4634 -0.7300 -0.5105
H 0.1017 0.3428 -1.0368
H -1.1423 -2.6545 -0.6523
H 2.7791 0.8491 0.1078
H -1.3861 -1.5647 1.7014
```

⟨S²⟩	0.7534
total charge	-1
spin multiplicity	2
orbital gap (alpha / beta)	0.10320 / 0.23793	hartree
energy above the lowest of the compared OMol25 structures with the same formula, charge and spin	3.183	eV


(7)
A cluster of 2 separate species, C5H11NO in total. Source: the OMol25 dataset; level of theory: ωB97M-V with the def2-TZVPD basis set.

Geometry as XYZ:
```
18
C5H11NO, DFT ωB97M-V with the def2-TZVPD basis set
O -2.9593 -0.0421 -0.9637
N 0.5690 -1.3193 1.9864
C -1.1175 0.4855 1.9819
C -0.0955 -0.2146 1.3571
C 0.3177 0.1453 0.0589
C 1.5067 0.4318 -2.1893
C 1.1742 -0.3765 -0.9265
H -1.4079 1.4842 1.6885
H 0.9742 1.3889 -2.2372
H -2.0704 0.3565 -0.9437
H 1.4435 -0.9803 2.3642
H -2.8721 -0.5579 -1.7798
H 2.0862 -0.8899 -0.5989
H 0.0284 -1.7581 2.7027
H -1.4287 0.1569 2.9725
H 1.2705 -0.1342 -3.0890
H 2.5733 0.6652 -2.1365
H 0.0079 1.1586 -0.2474
```

⟨S²⟩	0.7729
total charge	-1
spin multiplicity	2
orbital gap (alpha / beta)	0.15601 / 0.24087	hartree
energy above the lowest of the compared OMol25 structures with the same formula, charge and spin	1.604	eV


(8)
A structure of composition C5H11NO. Source: the OMol25 dataset; level of theory: ωB97M-V with the def2-TZVPD basis set.

Geometry as XYZ:
```
18
C5H11NO, DFT ωB97M-V with the def2-TZVPD basis set
O 1.5787 -1.2032 2.2271
N 0.4432 -0.4977 1.6599
C 1.8468 0.6028 -0.0838
C -1.3409 -1.1485 -0.6408
C 0.5828 0.0399 0.4610
C -0.7767 0.1272 -0.0153
C -1.2223 1.3862 -0.7262
H -1.0127 -2.0452 -0.1115
H -0.8589 -0.3719 1.4049
H -2.4328 -1.1339 -0.6275
H 1.6801 1.6361 -0.3962
H -0.8060 2.2853 -0.2685
H 2.1575 0.0524 -0.9767
H -1.0286 -1.2408 -1.6897
H 1.7848 -1.9251 1.6140
H 2.6492 0.5809 0.6535
H -0.9329 1.3838 -1.7857
H -2.3111 1.4717 -0.6986
```

orbital gap	0.32406	hartree
energy above the lowest of the compared OMol25 structures with the same formula, charge and spin	5.108	eV


(9)
A cluster of 2 separate species, C5H11NO in total. Source: the OMol25 dataset; level of theory: ωB97M-V with the def2-TZVPD basis set.

Geometry as XYZ:
```
18
C5H11NO, DFT ωB97M-V with the def2-TZVPD basis set
O 0.2174 0.4609 -4.4669
N 1.2056 -1.5381 0.9366
C -0.2355 0.4730 0.9647
C -2.5356 0.6444 0.0000
C -1.2747 -0.0687 0.3483
C 1.7800 0.3680 2.2898
C 0.9555 -0.2735 1.4351
H 1.1081 0.4799 -4.0942
H 0.4693 -1.9701 0.4088
H 1.6966 -2.0736 1.6435
H 0.3442 -0.0052 -5.3000
H 1.9743 1.4258 2.3190
H 2.2305 -0.2496 3.0698
H -3.3107 0.2290 0.6584
H -1.1312 -1.0894 0.0127
H -2.9325 0.3926 -0.9811
H -0.2067 1.5022 1.3042
H -2.4641 1.7069 0.1789
```

structure (SMILES)	C=C(N)/C=C/C.O
orbital gap	0.31106	hartree
energy above the lowest of the compared OMol25 structures with the same formula, charge and spin	2.451	eV


(10)
A cluster of 2 separate species, C5H11NO in total. Source: the OMol25 dataset; level of theory: ωB97M-V with the def2-TZVPD basis set.

Geometry as XYZ:
```
18
C5H11NO, DFT ωB97M-V with the def2-TZVPD basis set
O 3.5162 3.8941 3.0784
N -1.0707 -2.5575 -0.8919
C -0.5823 -0.1990 -0.5102
C -2.3204 -0.9294 -2.2773
C 1.2079 0.2593 1.2673
C -1.3381 -1.1584 -1.1538
C 0.6142 -0.5122 0.3634
H 0.9943 -1.4753 0.0678
H -0.4859 -2.7482 -0.0705
H 4.0509 4.6523 2.7423
H 2.7728 4.4490 3.4768
H 1.8160 0.0195 2.1213
H 1.1848 1.3807 1.1332
H -2.4454 0.1156 -2.4483
H -1.8210 -3.1946 -1.0155
H -0.9326 0.8596 -0.4973
H -1.9624 -1.2438 -3.3513
H -3.1982 -1.6117 -2.0344
```

structure (SMILES)	C=C/C=C(/C)N.O
orbital gap	0.30665	hartree
energy above the lowest of the compared OMol25 structures with the same formula, charge and spin	3.021	eV


(11)
A structure of composition C5H11NO. Source: the OMol25 dataset; level of theory: ωB97M-V with the def2-TZVPD basis set.

Geometry as XYZ:
```
18
C5H11NO, DFT ωB97M-V with the def2-TZVPD basis set
O 0.6927 -0.9505 2.1236
N -0.0864 0.6819 0.7375
C -0.4429 -0.9545 -0.5727
C 0.4263 0.2737 1.8581
C -0.5221 -0.2170 -1.8720
C 0.5479 -1.9106 -0.2845
C -0.1345 2.1162 0.5312
H -1.0016 0.7596 -1.7756
H -1.3951 -1.0945 -0.0664
H 1.4075 -1.9536 -0.9561
H 0.5466 2.4297 -0.2708
H 0.4620 -0.1074 -2.3364
H -1.1389 -0.8288 -2.5471
H -1.1417 2.4623 0.2700
H 0.7499 -1.4835 1.0032
H 0.6540 1.0064 2.6572
H 0.2020 -2.8875 0.0590
H 0.1742 2.6580 1.4420
```

orbital gap	0.33972	hartree
energy above the lowest of the compared OMol25 structures with the same formula, charge and spin	3.351	eV


(12)
The molecule C5H11NO. Source: the OMol25 dataset; level of theory: ωB97M-V with the def2-TZVPD basis set.

Geometry as XYZ:
```
18
C5H11NO, DFT ωB97M-V with the def2-TZVPD basis set
O 0.4873 -0.9725 -1.8818
N 0.0520 -0.2775 0.2373
C 0.4281 0.6596 1.2811
C 2.3834 -0.4057 -0.5431
C 0.8969 -0.5586 -0.8075
C -1.3552 -0.6199 0.0778
C -2.2295 0.5345 -0.3981
H -1.8128 0.9661 -1.3130
H 2.8972 -1.0299 -1.2754
H -0.4375 0.8329 1.9246
H 0.7321 1.6311 0.8695
H -2.3115 1.3234 0.3587
H 2.7200 0.6280 -0.6746
H -1.7198 -1.0112 1.0368
H 2.6567 -0.7286 0.4660
H -1.3894 -1.4317 -0.6505
H 1.2428 0.2838 1.9097
H -3.2408 0.1760 -0.6176
```

structure (SMILES)	CCN(C)C(C)=O
orbital gap	0.36792	hartree
energy above the lowest of the compared OMol25 structures with the same formula, charge and spin	0.422	eV


Question: Which value of energy above the lowest of the compared OMol25 structures with the same formula, charge and spin does entry 1 give?
Answer: 3.521 eV


Question: Among the records above, which one has the highest energy above the lowest of the compared OMol25 structures with the same formula, charge and spin?
Answer: number 8